55
Properties=species:S:1:pos:R:3:forces:R:3 method="wB97M-V/def2-TZVPD" energy_ev=-59924.7430 spin_multiplicity=1 fmax_ev_per_a=1.59 relative_energy_ev=0.8173 orbital_gap_ev=7.99 lumo_ev=-0.280
S 2.509 -3.012 0.912 0.2 0.6 0.1
H 0.586 -1.560 -3.752 0.0 0.0 -0.1
H -3.981 -2.004 -3.252 0.0 0.0 -0.1
H 1.873 -2.166 3.442 0.0 0.2 0.1
H -1.349 5.607 0.558 0.0 0.1 0.0
C 2.860 1.023 3.439 -0.1 0.3 -0.2
C -2.957 -2.402 -0.576 0.2 0.3 0.1
C 2.452 0.180 -2.417 0.4 0.1 0.1
H 3.628 1.092 -0.879 0.0 0.0 0.0
H -0.311 -2.797 1.196 0.0 0.0 0.1
C 2.982 -2.219 -0.548 0.1 0.2 0.2
H 3.423 1.240 4.347 -0.1 -0.1 0.0
C -0.335 3.901 1.330 -0.1 0.0 0.0
H -0.700 0.721 -2.163 0.1 0.0 -0.1
C -0.282 2.502 1.367 -0.2 -0.4 -0.2
C -1.079 0.296 0.750 0.9 0.7 0.6
H -1.442 -2.152 2.373 0.0 -0.1 0.1
N 0.693 0.480 2.166 0.1 1.6 -0.1
C 0.120 0.277 -2.730 -0.3 0.0 -0.5
S 1.934 2.539 3.058 0.3 0.2 0.3
H 3.068 -2.768 -1.463 0.0 -0.1 -0.3
C 0.687 1.783 2.125 -0.2 -0.6 -0.1
H -0.349 -1.773 -2.263 -0.1 -0.1 0.1
N -2.673 -0.217 -0.952 -0.3 0.3 -0.7
H -1.136 -1.149 -3.720 -0.1 0.0 -0.1
C -2.056 -1.938 0.346 -0.2 -0.2 -0.1
C -2.239 3.772 -0.122 0.0 -0.2 0.0
N 2.333 -1.354 3.048 -0.1 -0.5 0.6
C -1.303 4.529 0.590 0.2 0.0 0.2
O 1.224 -0.244 4.676 0.0 0.0 0.2
H -2.923 1.819 -0.658 0.0 0.2 0.0
N -1.908 -0.595 0.092 -0.4 -1.1 -0.1
H -4.220 -0.265 -2.984 0.0 0.0 -0.1
N -0.158 -0.254 1.503 -1.0 -0.5 -1.0
C -2.203 2.400 -0.104 -0.3 0.3 -0.1
H 0.341 0.887 -3.612 -0.1 0.0 0.2
H 4.488 -0.117 -1.867 -0.1 0.1 0.0
C -1.217 1.726 0.634 0.3 0.1 0.3
H 0.397 4.458 1.897 0.0 0.1 0.0
H -5.264 -1.450 -2.180 -0.1 0.0 -0.1
C 3.201 -0.898 -0.326 0.0 -0.7 -0.3
C 2.643 -1.452 1.729 0.1 -0.9 -0.7
O 1.250 0.307 -1.852 0.0 0.1 0.3
C -1.369 -2.682 1.426 0.0 -0.2 0.1
O 2.644 0.117 -3.602 0.0 0.0 -0.2
H -1.820 -3.667 1.523 -0.1 -0.1 0.0
H -3.004 4.277 -0.694 -0.1 0.0 0.0
C 3.548 0.119 -1.366 -0.1 -0.1 -0.2
N 3.020 -0.492 0.960 0.0 0.6 0.3
C -4.249 -1.246 -2.518 0.0 0.1 0.0
H -3.320 -3.404 -0.677 0.0 -0.3 0.1
C -3.309 -1.288 -1.370 0.3 -0.1 0.4
C 1.943 -0.162 3.705 0.3 -0.1 0.5
H 3.522 0.822 2.600 0.0 0.0 0.2
C -0.215 -1.148 -3.144 0.2 0.3 0.2